{"formula": "C62H62IN8O2PSTi", "method": "ωB97M-V/def2-TZVPD", "lumo_ev": 3.622, "e_homo_ev": -0.1960, "relative_energy_ev": 2.973, "orbital_gap_ev": 3.82, "total_charge": -2, "energy_ev": -132658.71170, "symbols": ["I", "Ti", "S", "P", "O", "O", "N", "N", "N", "N", "N", "N", "N", "N", "C", "C", "C", "C", "C", "C", "C", "C", "C", "C", "C", "C", "C", "C", "C", "C", "C", "C", "C", "C", "C", "C", "C", "C", "C", "C", "C", "C", "C", "C", "C", "C", "C", "C", "C", "C", "C", "C", "C", "C", "C", "C", "C", "C", "C", "C", "C", "C", "C", "C", "C", "C", "C", "C", "C", "C", "C", "C", "C", "C", "C", "C", "H", "H", "H", "H", "H", "H", "H", "H", "H", "H", "H", "H", "H", "H", "H", "H", "H", "H", "H", "H", "H", "H", "H", "H", "H", "H", "H", "H", "H", "H", "H", "H", "H", "H", "H", "H", "H", "H", "H", "H", "H", "H", "H", "H", "H", "H", "H", "H", "H", "H", "H", "H", "H", "H", "H", "H", "H", "H", "H", "H", "H", "H"], "positions_angstrom": [[0.484, -0.805, 4.207], [0.052, -0.231, -0.325], [1.367, 2.631, -0.697], [-0.085, 2.056, 1.914], [1.682, 0.320, 0.296], [1.181, 3.954, -1.329], [-0.069, 1.861, -0.743], [6.234, 0.060, -0.015], [0.547, -0.083, -2.319], [4.084, 2.209, -2.373], [1.232, -2.055, -0.569], [3.502, -0.257, 1.712], [-1.967, 0.274, -0.896], [-1.236, -1.746, 0.748], [-0.083, 2.818, 3.653], [2.841, -3.416, 0.379], [-1.599, 2.982, 1.427], [-4.286, -3.079, 2.509], [3.977, 0.370, -5.158], [4.696, -4.420, -2.370], [2.408, -1.597, -2.660], [1.612, 0.134, -4.315], [0.587, -3.226, 1.459], [-1.766, -3.437, 2.243], [-0.072, 3.196, 6.105], [1.514, -2.854, 0.491], [-0.306, 5.065, 4.623], [4.151, 3.987, 0.999], [1.519, -0.623, -3.130], [0.107, 1.038, -2.934], [2.807, 0.752, 0.935], [3.875, 1.920, -1.276], [-2.951, 4.699, 0.426], [-2.754, 2.444, 2.000], [-4.092, 4.168, 1.010], [-2.598, -1.729, 1.038], [-3.352, 1.570, -2.150], [-5.025, -4.044, 1.571], [0.164, 0.891, 5.425], [-1.712, 4.097, 0.604], [-0.726, 1.920, -2.054], [4.029, 1.444, 0.095], [-0.282, 4.190, 3.546], [-3.266, -0.038, -0.580], [-6.206, -0.502, -2.108], [4.700, -3.234, -1.396], [2.644, 2.070, 1.756], [3.051, 4.803, 1.134], [-0.738, -2.802, 1.457], [3.802, -3.629, 2.705], [-5.647, 0.687, -1.318], [-3.817, 2.535, -3.204], [3.481, -4.329, 1.379], [0.019, 2.256, 4.995], [-0.191, 4.577, 5.885], [-4.160, 3.921, -2.656], [-2.919, -2.762, 1.990], [-0.682, 1.943, -6.120], [2.556, -0.134, -5.448], [-4.151, 0.740, -1.352], [3.346, -2.979, -0.810], [0.111, 0.516, 6.751], [-3.553, -0.956, 0.435], [-0.059, 2.770, 7.448], [-3.994, 3.022, 1.787], [-1.110, -4.287, 4.528], [1.744, 4.356, 1.388], [5.245, 0.647, 0.039], [0.460, 2.300, -5.161], [2.329, -2.150, -1.408], [-1.590, -4.643, 3.115], [-0.001, 1.451, 7.772], [1.461, 2.943, 1.292], [0.718, 1.204, -4.177], [4.027, 2.538, 1.273], [-2.036, 1.275, -1.793], [-2.543, -5.175, 3.185], [-1.605, 1.788, -5.562], [-0.977, -5.190, 5.129], [2.586, -1.210, -5.650], [-3.026, 5.605, -0.164], [3.261, -1.846, -3.278], [-0.869, -5.321, 2.653], [-3.258, 4.399, -2.277], [5.129, 4.380, 0.746], [2.813, -5.175, 1.574], [-5.065, -3.629, 0.564], [5.679, -4.544, -2.830], [-4.597, 4.557, -3.431], [-4.880, 2.597, 2.245], [3.192, 5.875, 1.028], [-4.493, -4.995, 1.520], [3.655, -1.069, 1.117], [5.040, -2.336, -1.913], [-1.833, -3.638, 5.023], [-4.205, -3.534, 3.499], [-3.039, 2.640, -3.963], [-0.223, 5.241, 6.741], [-0.849, 2.737, -6.854], [4.397, -0.136, -4.290], [-2.668, 1.554, 2.616], [-0.025, 1.127, 8.805], [-0.433, 6.127, 4.453], [0.871, -3.993, 2.166], [2.185, 0.358, -6.352], [-7.299, -0.535, -2.061], [4.235, -4.333, 3.420], [-5.989, 0.626, -0.280], [-5.910, -0.418, -3.155], [2.573, 1.927, 2.840], [0.208, 3.217, -4.622], [-0.839, 4.481, 0.087], [-4.583, -1.070, 0.748], [5.415, -3.433, -0.595], [4.436, -5.341, -1.846], [4.634, 0.197, -6.015], [-6.045, -4.232, 1.914], [-0.455, 1.018, -6.653], [3.958, 1.434, -4.927], [-4.870, 3.842, -1.832], [-5.808, -1.438, -1.716], [-4.699, 2.114, -3.697], [3.959, -4.261, -3.157], [-4.865, -2.160, 2.620], [1.369, 2.494, -5.736], [-0.438, 4.606, 2.566], [4.403, -4.735, 0.955], [0.943, 5.079, 1.359], [2.907, -0.559, 2.475], [-5.058, 4.630, 0.845], [2.897, -3.203, 3.142], [-0.111, 3.526, 8.223], [4.515, -2.819, 2.546], [4.792, 2.195, 1.975], [-6.049, 1.612, -1.738], [0.167, -0.539, 6.984], [-0.163, -3.748, 4.479], [-0.796, 2.943, -2.433]]}